Entry 1:
{
  "formula": "C35H56AsBN2O3S2Si3V",
  "method": "the ωB97M-V functional and the def2-TZVPD basis",
  "e_above_lowest_kcal_mol": 22.8,
  "charge": -1,
  "orbital_gap_ev": [6.758, 7.044],
  "homo_energy_ev": [-4.6785, -4.9643],
  "spin_multiplicity": 3,
  "total_energy_ha": -6572.30378,
  "symbols": ["O", "H", "H", "H", "H", "H", "C", "C", "C", "C", "H", "H", "H", "H", "H", "C", "H", "C", "C", "H", "C", "Si", "C", "Si", "H", "H", "H", "C", "As", "H", "H", "H", "O", "C", "C", "H", "O", "Si", "S", "H", "H", "H", "H", "C", "H", "C", "C", "H", "C", "C", "H", "H", "H", "C", "H", "H", "C", "H", "B", "C", "C", "H", "C", "C", "H", "H", "H", "H", "H", "H", "N", "H", "C", "H", "C", "C", "C", "C", "H", "C", "H", "C", "N", "H", "C", "H", "H", "H", "V", "H", "C", "H", "H", "H", "C", "H", "H", "H", "H", "S", "H", "C", "C", "H"],
  "xyz": [[0.50170, 0.75590, 2.63212], [-2.28220, -3.33770, 2.58439], [3.08968, 3.07550, -6.91167], [4.52868, -1.85848, 2.38308], [-4.91375, -4.41006, -0.49451], [-1.08989, 1.98909, 3.95133], [0.72987, 3.19362, 4.11216], [-2.89623, -3.86329, 1.85245], [3.70824, 0.08443, 4.24855], [-1.18648, -3.23576, -3.01166], [-3.48896, -1.59479, -3.32849], [-4.93343, -0.82917, 1.41790], [-3.41692, 2.56899, -2.23427], [-2.18063, -0.48848, -3.78442], [5.77740, 1.64982, -4.73216], [3.21481, 1.95559, -3.62925], [-3.76304, -4.27766, 2.38131], [1.05833, -1.65763, -1.98224], [3.88985, 1.25492, 4.96593], [5.07750, 2.61838, -2.78880], [5.13412, 2.37132, -5.24568], [-3.23456, 0.21646, -1.65107], [3.43639, 0.63483, -5.75089], [-3.54218, -2.71681, 0.54723], [-1.71622, 2.04420, -2.36326], [0.00057, 4.76028, 2.80612], [3.81657, -0.83902, 1.12157], [-3.22192, 0.23510, 3.06234], [-1.93352, -1.08155, -0.11904], [1.20380, -2.43651, 4.16930], [3.04555, 3.16287, 5.46542], [1.61429, -1.22303, -1.14371], [1.77334, 1.55206, 0.22117], [-5.50158, 1.13587, 3.34819], [-2.62749, 1.96383, -1.77239], [-5.12364, 0.68177, -0.12721], [0.34676, 1.03189, -1.47899], [-0.52572, -2.46199, -1.45208], [-2.86847, 1.44380, 1.86125], [1.08934, 3.95251, 4.80785], [2.99955, 4.05665, -5.43410], [5.40446, 2.37084, -6.30564], [-4.42949, -3.23015, -1.73327], [-4.78970, -0.84502, 4.62171], [-3.28440, -4.48233, -1.19895], [1.90437, 1.54289, -3.32606], [1.62886, 0.91318, 3.41319], [3.44884, -2.57495, 1.17833], [2.82229, 3.06032, -5.84945], [2.57916, -0.10791, 3.45782], [-0.54844, 2.25969, 5.60752], [-0.60997, -4.15227, -3.19553], [2.09028, -3.51901, 3.08168], [2.41734, -1.40811, 2.68804], [-1.32297, 3.56914, 4.69603], [4.45909, -0.69887, 4.29910], [-0.02918, -3.82567, -0.27337], [4.77388, 1.39329, 5.57737], [0.45192, 1.07196, -0.05313], [1.77046, 2.09157, 4.13340], [-0.63673, 2.72034, 4.62098], [1.75168, 2.85201, -5.77065], [0.60438, 3.85172, 2.73371], [3.65517, 2.00837, -5.10012], [0.11906, 3.18580, 2.02192], [1.55140, -1.31661, 2.04149], [1.67807, -2.43390, -2.44955], [-0.75130, -4.64698, -0.28057], [-5.54583, -0.62235, -1.25528], [2.37610, 0.37301, -5.79911], [-6.34508, 1.87464, 3.07537], [0.88550, -0.86225, -2.71340], [-5.07349, -1.89182, 1.20393], [1.19211, 1.28752, -4.10527], [2.40132, 1.76758, -0.98029], [-4.46377, 0.19451, 3.68265], [3.67741, 2.19505, -1.23296], [-4.07654, -3.80490, -0.86736], [3.94852, -0.14629, -5.18181], [3.62504, -1.68397, 1.78986], [1.58458, 4.11612, 2.32997], [-3.18654, -0.54295, -3.34885], [-5.07615, -1.67323, 5.37290], [3.82934, 0.63362, -6.77324], [-5.01417, 0.32941, -1.15661], [-5.89710, -1.98787, 0.48999], [-5.48545, 1.06209, -1.82280], [-5.35880, -2.37868, 2.14305], [-0.72377, 0.42640, 1.53530], [2.94680, -2.66610, 4.37879], [2.91969, 2.24477, 4.90071], [5.34675, 3.36808, -4.84734], [0.02404, -3.44751, 0.75320], [0.95266, -4.22892, -0.54481], [2.14745, -2.57727, 3.63662], [-2.31791, -4.68722, 1.43102], [4.35554, 2.44616, -0.42556], [-1.04079, -2.55919, -3.86039], [-2.42071, 2.37465, -0.77982], [-1.97066, -0.90379, 3.39485], [-2.24234, -3.49852, -2.97335], [1.53700, 1.45715, -2.00757], [4.07091, 2.28272, -2.57852], [-3.87970, 0.00228, -4.00362]]
}

Entry 2:
{
  "formula": "C45H110O30S5",
  "method": "the ωB97M-V functional and the def2-TZVPD basis",
  "e_above_lowest_kcal_mol": 160.3,
  "charge": 0,
  "orbital_gap_ev": 9.469,
  "homo_energy_ev": -9.2747,
  "smiles": "CCOS(C)(=O)=O.CCOS(C)(=O)=O.CCOS(C)(=O)=O.CCOS(C)(=O)=O.CCOS(C)(=O)=O.COCCOCCOC.COCCOCCOC.COCCOCCOC.COCCOCCOC.COCCOCCOC",
  "total_energy_ha": -6028.03135,
  "symbols": ["H", "C", "H", "H", "H", "H", "H", "C", "H", "H", "H", "H", "O", "C", "C", "H", "H", "C", "H", "O", "O", "H", "C", "C", "C", "H", "H", "C", "S", "H", "C", "H", "H", "C", "H", "C", "C", "H", "H", "H", "H", "H", "O", "C", "H", "H", "O", "H", "H", "C", "H", "H", "S", "O", "O", "C", "C", "H", "H", "C", "H", "O", "O", "C", "H", "O", "C", "H", "C", "C", "H", "H", "H", "H", "H", "H", "H", "H", "H", "C", "H", "H", "H", "C", "O", "H", "H", "O", "H", "H", "H", "H", "H", "C", "S", "H", "O", "H", "H", "H", "C", "C", "O", "H", "H", "H", "O", "O", "C", "O", "O", "H", "H", "H", "O", "H", "H", "H", "H", "H", "H", "C", "O", "O", "C", "H", "H", "H", "H", "O", "O", "H", "H", "H", "O", "S", "H", "O", "C", "H", "C", "C", "C", "C", "C", "H", "H", "H", "H", "H", "H", "C", "C", "C", "C", "H", "C", "H", "O", "H", "H", "H", "H", "H", "O", "H", "S", "O", "C", "H", "C", "H", "H", "H", "H", "C", "C", "H", "H", "H", "H", "H", "H", "H", "H", "O", "H", "H", "O", "H"],
  "xyz": [[2.64058, -6.47726, 5.64672], [-8.33507, -0.49100, -1.96220], [-8.47175, -1.06081, -1.04312], [-0.29753, 1.13897, 10.82578], [3.50954, -6.20553, -1.35421], [3.05052, -2.83675, -8.84204], [-2.17378, 1.69817, 9.02783], [-0.55026, 9.66069, -4.05167], [-1.31019, 8.92840, -3.77900], [4.27648, 2.89854, 4.61878], [2.63470, -3.83933, -4.67840], [-1.05599, 3.57597, 6.70440], [3.40851, 8.15938, -4.27294], [3.91130, 2.00669, 5.12804], [1.25646, -2.91151, -10.05134], [-6.45123, -7.22401, 5.16538], [-5.83892, -0.42732, -1.12684], [0.25216, 1.62686, 10.02085], [-2.19597, -6.25084, 0.57897], [1.65568, -2.03234, -11.13851], [-2.59783, 4.03232, 7.88973], [-14.14255, -4.53505, -1.32153], [0.79472, 9.16123, -3.82326], [-6.07017, -1.27543, -1.77130], [-5.31288, 4.24536, 5.13816], [1.12064, 2.13160, 10.44404], [4.87591, -2.27383, 0.56923], [2.22618, -4.33530, -6.69689], [-5.06766, -3.28402, 4.61032], [1.95255, -5.36414, -6.46297], [4.48840, -2.31765, 1.58708], [5.74989, 3.40181, -3.69181], [-0.75933, 10.57628, -3.49842], [4.10227, 1.89038, 6.67739], [-7.78873, -4.72492, 4.19324], [7.37523, 4.83095, -4.37659], [2.94947, -7.10172, -1.08732], [8.86963, 5.81398, -8.15519], [-5.23404, -1.42576, -2.45423], [-3.41682, 6.49999, 5.64198], [-3.09591, 6.05008, 8.12378], [-4.66333, 3.37306, 5.21083], [2.39110, -2.05945, -5.89462], [2.19989, 7.62845, -6.63537], [3.66135, 0.95866, 7.03177], [1.22214, -3.94254, -10.40335], [3.25296, -8.50409, 3.82232], [-6.12747, -2.13071, -1.09799], [-2.48237, 2.54282, 6.44852], [-12.05936, -0.85435, -2.56989], [2.55140, -0.12120, -5.10974], [-15.08743, -3.04700, -1.25076], [-0.66696, -5.57397, -1.11770], [-13.10659, -2.84500, -1.69183], [-5.92092, -4.62066, 5.15388], [2.10745, -6.08568, 4.78039], [0.66814, 2.36247, -0.41110], [-0.58966, -5.95514, 1.28452], [2.96459, -1.37663, -3.95971], [-3.43334, 5.47505, 6.01256], [-0.82424, -0.33017, 1.09908], [7.81292, 3.93724, -5.44512], [7.11909, 6.42968, -7.25480], [5.81076, 1.72517, 8.48610], [-6.44605, -1.16423, 4.29665], [4.03817, -1.05181, 2.09420], [-13.25561, -1.43030, -1.73149], [8.81920, 1.77236, -2.34140], [4.63088, 1.12233, 3.14813], [-0.36469, 0.31631, 1.84673], [9.25290, 3.13986, -3.33819], [-0.55157, -0.02295, 2.86559], [0.70733, 0.28337, 1.65233], [0.93309, -7.88691, -1.02023], [-13.34063, -1.01792, -0.72608], [-0.94914, -7.49523, 0.37461], [5.86256, -0.59873, 2.75431], [8.29097, 5.06900, -3.83544], [-6.32753, 3.93954, 5.39321], [6.53592, 4.03677, -3.28305], [0.76897, 0.91736, 9.37462], [-8.06876, -7.07250, 4.65040], [-9.52312, -1.25296, -3.64095], [-1.12634, -6.42306, 0.45921], [4.28048, 0.81560, 4.50136], [1.20242, 9.22474, -2.81438], [8.29802, 7.42824, -5.83164], [1.23617, -7.05609, 4.37225], [-7.66506, -6.48606, 6.26557], [-9.72574, 0.40322, -3.18720], [1.40918, -7.09088, -2.47149], [3.49433, -1.47523, -10.74794], [0.68370, 4.57327, -0.37644], [-6.89259, -5.30167, 4.42213], [2.37569, 7.26326, -4.78850], [3.47066, -3.09618, -11.45713], [1.47571, -3.97748, -7.90082], [8.49399, 8.04087, -7.46804], [0.80424, -4.35615, 4.17178], [-1.06701, 1.15864, 7.81893], [-14.14187, -3.50601, -0.96211], [-7.30948, -6.55596, 5.23757], [-7.17170, -1.05600, -2.66587], [7.63083, 4.67019, -8.27406], [7.07293, 8.48074, -6.54352], [3.21098, -1.60482, -12.42776], [-2.46019, 1.91795, 1.86677], [0.97285, -5.80824, -0.97179], [1.52783, -9.31243, 5.76057], [7.29627, 3.12546, -2.53598], [-4.41245, -2.66695, 5.79130], [0.53652, -4.94856, 5.78867], [5.47366, 0.24472, 1.30669], [0.20632, -2.70383, -9.84597], [-4.36164, -3.58074, 3.34456], [2.78013, -5.78139, 3.97851], [-14.15233, -3.41394, 0.12395], [-12.23246, 0.21261, -2.71030], [0.44973, -9.26167, 5.91300], [1.31645, -1.16766, -4.28012], [2.17158, 8.71463, -6.72213], [5.04563, -0.07655, 2.25626], [0.90145, -9.23309, 3.13576], [-4.83738, 5.09866, 6.16499], [-2.73307, 5.35807, 7.36379], [1.67707, -1.87073, -8.23822], [-2.93019, 4.85023, 5.27463], [-14.21217, -1.13208, -2.16062], [1.39616, 3.87031, 0.99434], [-0.94744, -4.14259, -1.01228], [-0.64468, 2.21291, 0.03024], [-0.74563, 9.85472, -5.10632], [3.11841, 7.25330, -7.08669], [1.90911, -10.31868, 5.93434], [-0.30754, 2.95925, 2.54954], [1.83566, -8.58935, 4.08689], [8.16221, 2.02266, -4.00249], [0.85229, 7.83762, -4.28197], [8.42162, 2.49433, -3.05469], [2.04052, -4.11784, 5.37799], [3.00430, -2.11139, -11.48501], [2.28664, -1.12418, -4.77503], [1.29910, -4.83150, 5.01869], [8.71692, 4.50659, -6.40241], [-6.66268, -2.23190, 4.26104], [1.45664, 9.75436, -4.45426], [0.64673, 2.30811, -1.49953], [3.58242, -2.92037, 1.65052], [1.36205, 7.14993, -7.14244], [6.86910, 1.69272, 8.74489], [6.87230, 5.72590, -4.74295], [2.06544, -3.38385, -5.48869], [1.96869, -2.80811, -8.71190], [1.48778, -7.02301, -1.38645], [-9.62321, -0.60012, -2.77383], [2.10316, -8.82571, 6.54809], [-1.41192, 2.05482, 8.33467], [3.81758, 1.65601, 2.65638], [-1.29148, -6.31535, -2.28640], [3.45485, -7.96757, -1.51514], [9.15694, 3.65875, -6.92744], [5.55835, 1.69017, 3.07433], [-6.42404, -5.59707, 3.48336], [1.24979, 1.46555, -0.19820], [2.36900, 5.77042, -4.67232], [2.82937, 2.04896, 5.00257], [-1.02316, 2.00137, 1.70542], [5.45776, 2.08108, 7.11965], [7.76373, 7.66379, -6.75205], [-1.76361, 5.85532, 7.33240], [-1.84982, 3.01648, 7.19927], [3.54459, 2.68061, 7.18002], [-7.40154, -2.36140, 5.05187], [2.27669, 3.84860, -0.63293], [9.55859, 5.00016, -5.91652], [1.33803, 3.75078, -0.08753], [8.08299, 5.35481, -7.55647], [0.99040, -3.32871, -5.31734], [-7.07224, -2.56997, 3.30916], [2.91020, -7.28157, -0.01297], [-5.40840, 4.69266, 4.14876], [5.26805, -2.75591, 2.21011], [-12.10265, -1.33712, -3.54620], [3.28054, -4.32649, -6.97318], [5.52645, 0.68406, 8.63893], [-10.73256, -1.00815, -1.95739], [6.02887, 4.70329, -2.58537], [5.25185, 2.22602, 9.27658], [-0.43634, 2.62190, 9.22222], [-8.13272, 0.54936, -1.70765]]
}